No. 1
80
Properties=species:S:1:pos:R:3:mulliken_charge:R:1 method="wB97M-V/def2-TZVPD" e_homo_ev=-10.3 homo_lumo_gap_ev=6.0 total_charge=+1 e_tot_ha=-3170.1071
W -1.23 0.84 -0.96 2.420
I 0.52 -3.71 -6.30 0.127
I -4.59 -1.83 -3.81 0.051
Sb 0.91 0.71 0.81 1.447
F 6.65 1.73 -1.32 -0.341
F 1.36 4.23 5.88 -0.326
F 1.53 -5.04 3.01 -0.381
O -2.44 0.03 -2.30 -0.386
O -1.59 -0.88 -0.08 -0.587
O -0.55 2.63 -1.03 -0.773
N -2.12 1.50 0.77 -0.033
N 0.14 0.21 -2.44 0.326
N -2.32 0.43 1.68 -0.567
C 1.12 -1.22 1.60 0.629
C -2.95 2.53 -1.31 0.230
C 2.89 1.01 0.13 -0.114
C 2.22 1.97 3.22 -0.703
C 1.01 1.93 2.52 0.222
C -1.86 -0.83 -3.13 -0.268
C 2.34 2.74 4.36 -0.773
C 1.25 3.47 4.78 0.172
C 5.02 0.19 -0.66 -0.707
C 1.64 -1.21 -4.31 -0.618
C -2.15 -3.20 1.40 -0.078
C -3.12 1.67 -0.14 -0.047
C -0.45 -0.74 -3.25 0.155
C -2.61 3.77 -3.83 -0.577
C -0.08 2.68 2.96 -0.527
C 4.61 2.57 -0.55 -0.662
C 0.04 3.46 4.11 -0.666
C -2.47 -1.85 3.36 -0.364
C 2.19 -0.18 -3.60 -1.497
C 1.43 -3.58 1.18 -0.647
C -1.81 -2.56 -4.81 -0.135
C -4.05 2.77 -2.17 -1.080
C -2.56 -4.24 3.52 -0.439
C 1.41 -3.79 2.55 0.080
C -2.53 -1.73 -3.92 -0.359
C 1.12 -1.46 2.97 -0.756
C -2.63 -2.99 4.12 -0.789
C -3.89 3.38 -3.38 -0.714
C -2.22 -1.95 2.00 0.350
C -2.32 -4.35 2.16 -0.844
C -2.05 -0.73 1.18 0.130
C 3.34 2.32 -0.07 -0.208
C -1.52 3.54 -3.05 -0.674
C 1.27 -2.29 0.71 -0.445
C 0.27 -1.51 -4.18 0.573
C -1.67 2.92 -1.79 0.939
C 3.74 -0.05 -0.18 -0.410
C 1.25 -2.76 3.46 -0.697
C -0.46 -2.46 -4.95 -0.313
C 5.42 1.49 -0.85 0.264
C 1.40 0.51 -2.67 -0.318
H -2.27 -5.32 1.69 0.433
H -2.53 -0.87 3.82 0.496
H 3.42 -1.07 -0.02 0.417
H 5.70 -0.62 -0.90 0.503
H 2.69 3.16 0.18 0.516
H 3.26 2.78 4.92 0.464
H 1.81 1.33 -2.09 1.230
H 1.25 -2.13 -0.36 0.480
H 2.25 -1.77 -5.01 0.273
H 1.00 -0.64 3.67 0.438
H -1.97 -3.27 0.33 0.522
H 3.07 1.39 2.88 0.508
H -2.82 -2.91 5.18 0.439
H 1.23 -2.97 4.52 0.496
H 1.55 -4.43 0.52 0.501
H 3.22 0.11 -3.72 0.505
H -5.03 2.46 -1.84 0.456
H -2.50 4.26 -4.79 0.449
H -0.78 4.06 4.47 0.496
H -4.06 1.17 0.05 0.464
H -2.36 -3.28 -5.40 0.386
H -1.02 2.66 2.43 0.393
H -0.52 3.84 -3.35 0.492
H -2.69 -5.14 4.12 0.432
H -4.76 3.56 -4.00 0.434
H 4.98 3.58 -0.70 0.483

=====

No. 2
13
Properties=species:S:1:pos:R:3:mulliken_charge:R:1 method="wB97M-V/def2-TZVPD" smiles=C#CC[C@H](O)C#C e_homo_ev=-9.9 homo_lumo_gap_ev=10.6 total_charge=0 e_tot_ha=-307.3033
O -0.54 -0.30 1.61 -0.494
C -1.54 0.41 -0.96 -0.453
C -2.44 1.18 -1.14 0.079
C -0.49 -0.59 -0.78 -0.706
C 0.32 -0.50 0.51 0.500
C 2.68 0.55 0.51 -0.025
C 1.49 0.40 0.48 -0.829
H 3.74 0.46 0.57 0.403
H -3.25 1.87 -1.29 0.414
H 0.84 -1.46 0.59 0.144
H -0.05 0.15 2.30 0.348
H -0.96 -1.59 -0.77 0.278
H 0.21 -0.58 -1.63 0.340

=====

No. 3
324
Properties=species:S:1:pos:R:3:mulliken_charge:R:1 method="wB97M-V/def2-TZVPD" e_homo_ev=-7.5 homo_lumo_gap_ev=8.0 total_charge=0 e_tot_ha=-5926.4584
O -2.39 -0.80 -6.77 -0.424
O 6.22 2.02 5.46 -0.338
O -4.69 -0.32 3.37 -0.128
O -3.45 -0.93 5.25 -0.628
O -8.72 1.07 -5.64 -0.311
O -1.28 5.85 1.02 1.213
O 0.74 -2.21 7.79 -0.453
O -3.38 -2.13 3.30 -0.285
O 3.98 0.18 -0.39 -0.573
O 2.00 -0.15 1.47 2.645
O 3.19 -5.76 -1.37 -0.601
O 2.58 -3.39 8.28 -0.365
O 3.09 -3.57 0.66 2.524
O -4.09 -10.53 -0.26 -0.322
O -8.01 4.01 -3.85 -0.525
O -3.65 3.98 -5.87 0.148
O -5.94 2.87 -2.05 -0.406
O 5.69 1.79 -0.27 -0.457
O -1.35 4.43 -3.67 -0.532
O -2.68 -5.41 0.13 -0.423
O 5.69 0.43 -1.89 -0.463
O 0.27 5.53 -1.91 0.437
O 1.00 -4.15 6.78 -0.561
O -6.04 4.93 -7.22 -0.368
O -3.92 -7.85 -1.46 -0.389
N -3.17 -1.70 -6.13 0.258
N 6.44 0.72 5.79 0.711
N 1.55 5.48 -2.42 0.595
N 3.38 -5.21 -2.61 0.992
N 3.67 -4.30 1.67 -0.286
N 0.89 0.62 1.28 0.274
N -2.08 6.84 1.44 -0.268
C -4.20 -8.03 -0.05 0.017
C 4.21 -7.19 -3.84 -1.707
C 1.22 7.00 -4.29 -1.858
C -6.01 4.30 -2.33 0.698
C -1.35 -3.15 -5.53 -2.016
C -3.41 -11.13 0.75 -0.731
C -4.08 3.48 -7.04 -0.313
C 2.50 -3.74 -4.35 -0.548
C 5.78 -5.71 -2.43 -1.843
C 5.84 -4.03 0.75 -2.158
C -5.18 2.54 -0.88 -0.299
C -2.32 5.34 -4.31 -0.528
C -2.48 -3.17 3.66 -0.448
C -3.35 -4.18 -0.04 -0.199
C -4.81 0.02 -5.23 -1.716
C -5.49 -2.47 -5.53 -1.154
C -0.16 -1.60 6.90 -0.072
C -0.92 6.68 3.70 -1.651
C 2.79 -5.79 8.85 -1.397
C 1.83 3.21 -1.54 -1.085
C 1.44 -3.33 7.50 0.884
C -7.94 2.60 -3.94 0.153
C -4.43 7.56 2.21 -1.265
C -5.68 1.72 3.15 -0.492
C -8.79 -0.21 -5.06 -0.533
C 4.72 -4.87 -4.58 -1.300
C -2.54 -2.40 -4.99 2.672
C 6.68 -1.70 7.24 -1.121
C -0.07 -0.04 0.36 3.390
C 2.43 4.63 -1.52 1.919
C -3.85 -1.11 4.10 0.731
C -7.19 4.06 -7.32 -0.580
C 4.48 5.77 -2.63 -0.986
C 5.02 0.74 -0.79 0.463
C -4.63 -1.32 -6.09 1.973
C 3.40 -4.57 8.19 0.603
C 5.23 2.39 0.95 0.602
C 1.66 -5.60 2.13 -2.497
C -2.33 8.72 3.05 -1.275
C -2.07 -1.47 -3.81 -1.696
C 4.11 0.18 5.00 -1.629
C -0.01 0.19 3.58 -0.492
C 5.13 0.07 6.20 1.364
C -3.62 5.20 2.60 -1.315
C -2.63 4.99 -5.81 -0.827
C 8.83 0.83 5.31 -1.914
C 7.78 0.46 6.37 1.316
C 5.57 -4.65 3.16 -2.141
C 0.42 1.23 2.58 2.437
C -3.50 6.47 1.62 1.465
C -1.89 1.52 1.50 1.525
C 1.52 2.22 3.08 -1.446
C -4.92 -9.38 0.14 -0.837
C 3.81 4.49 -2.17 -1.054
C -6.68 4.61 -3.69 -0.749
C 1.09 -5.70 -3.48 -1.327
C -3.28 -6.66 -1.95 -0.481
C -1.38 7.57 2.54 1.302
C -0.06 8.25 1.86 -1.500
C 6.18 2.09 2.12 -1.522
C -0.76 2.15 2.26 -1.648
C 2.64 5.20 -0.04 -0.932
C 3.40 -5.38 3.95 -1.952
C -1.27 0.96 0.18 -1.130
C 2.18 -4.60 -3.12 2.301
C 0.55 -0.29 -1.04 -0.372
C 1.86 -3.40 3.31 0.320
C -0.70 -1.39 0.86 -0.777
C -3.49 -3.48 -4.37 -0.644
C 5.08 -2.33 2.30 -0.953
C -1.91 3.15 -3.37 0.376
C -5.38 0.65 4.12 -0.517
C -4.14 6.17 0.26 -1.918
C -9.13 2.10 -4.79 -0.984
C -2.21 -6.05 -1.02 0.153
C 5.45 -1.45 6.43 -0.108
C 7.88 -1.08 6.58 -1.493
C 2.66 -4.62 2.78 2.402
C 5.26 -0.68 -2.72 -0.488
C 4.45 0.66 7.51 -1.586
C -4.89 4.41 -7.93 -0.816
C 4.97 -3.81 1.95 2.572
C 1.56 -3.61 -2.07 -1.660
C 2.08 6.72 -3.03 1.320
C 2.17 8.09 -2.11 -1.647
C -4.99 -3.10 -4.27 -1.384
C 3.49 -4.39 -5.34 -0.775
C 8.08 1.17 7.74 -1.611
C 3.52 6.53 -3.60 -1.338
C 4.51 -5.75 -3.38 1.330
C -3.75 8.19 3.45 -0.809
C -5.07 -1.01 -7.55 -2.047
C 4.70 -4.79 4.41 0.731
H -4.80 -0.13 -4.15 0.061
H 0.30 -1.14 6.02 -0.194
H 3.64 1.16 4.98 0.795
H -5.10 -1.86 -8.24 0.407
H 5.50 -3.30 0.01 -0.028
H -4.86 1.50 -0.94 0.314
H -0.59 -0.73 7.41 0.305
H 1.36 -6.36 -4.31 0.187
H 3.42 -5.03 -0.80 -0.015
H 6.83 -2.76 7.42 0.534
H -4.69 8.30 1.45 0.450
H -6.24 0.22 4.63 0.342
H -0.22 -0.67 -1.72 -0.144
H -7.89 -0.30 -4.46 0.157
H -1.59 -2.11 -3.07 -0.047
H -1.16 2.82 -2.66 -0.360
H 5.86 -5.03 0.30 0.418
H -2.24 -3.08 4.72 0.229
H 5.36 -5.26 -5.38 0.382
H -3.48 5.48 -0.27 0.149
H -3.98 -11.51 1.60 0.311
H -0.91 -3.87 -4.83 0.039
H -4.11 -5.96 -2.08 0.287
H -2.58 -10.49 1.02 0.288
H 0.97 -5.06 1.47 0.374
H 6.89 -3.87 0.99 0.555
H -6.94 5.64 -3.93 0.412
H -1.65 -3.81 -6.34 0.611
H -1.97 2.42 -4.19 0.167
H 2.07 -3.22 4.37 -0.546
H -1.71 4.69 -6.32 0.296
H 0.88 3.08 -1.01 -0.037
H -7.77 4.24 -8.22 0.420
H 3.94 1.61 7.33 0.441
H -2.83 -0.76 -3.47 0.065
H 1.55 3.10 2.45 -0.062
H -7.86 4.38 -6.53 0.111
H 4.33 -4.36 8.71 0.354
H 2.57 2.56 -1.07 -0.480
H 3.64 0.09 7.96 0.278
H 2.16 -6.34 1.50 0.459
H 7.40 0.82 8.52 0.325
H -8.77 -0.87 -5.93 0.233
H -2.97 4.34 2.42 -0.180
H 5.25 0.92 8.21 0.380
H -7.07 2.28 -4.51 0.219
H -9.99 1.88 -4.16 0.367
H 4.46 -2.09 3.17 -0.360
H -4.85 1.99 2.50 -0.200
H 1.81 -5.88 8.37 0.318
H 0.94 6.08 -4.79 0.394
H -1.67 -1.31 1.35 0.178
H -2.07 0.32 -0.21 0.511
H 5.20 3.45 0.68 0.378
H 4.40 -3.78 4.71 -0.500
H 1.67 2.92 -2.57 0.721
H 8.74 -1.34 7.19 0.586
H -6.03 -0.55 -7.78 0.324
H 4.20 2.13 1.21 -0.254
H 1.16 8.37 -1.82 0.329
H 0.78 -2.97 -2.49 0.412
H -2.96 -3.52 -0.82 0.002
H -5.13 3.96 -8.90 0.409
H 5.88 2.80 2.90 0.397
H 5.34 5.50 -3.24 0.527
H -3.28 -4.45 -4.82 0.695
H -5.32 -9.52 1.14 0.451
H 8.74 1.87 4.99 0.377
H -2.69 2.21 1.24 0.544
H 2.62 -5.66 9.92 0.345
H -0.43 9.06 1.23 0.316
H -3.35 -3.69 -3.31 -0.396
H 3.60 -6.43 3.75 0.566
H -3.17 3.13 -7.53 0.566
H 6.49 -4.12 3.40 0.454
H -6.57 4.83 -1.57 0.333
H 5.61 -6.55 -1.76 0.440
H 3.26 4.52 0.55 -0.013
H 3.74 -4.75 7.17 -0.327
H 0.80 -0.43 3.99 -0.990
H -0.52 -2.52 -5.84 0.507
H 5.01 -7.60 -4.45 0.432
H -4.37 -4.50 -0.26 0.360
H 2.86 7.92 -1.29 0.365
H 2.32 -2.94 -1.65 -0.047
H -5.54 -3.28 -6.26 0.447
H -1.83 9.30 3.83 0.460
H -0.65 6.38 0.54 -0.185
H -1.62 -6.89 -0.66 0.397
H -2.97 -12.03 0.32 0.255
H -0.45 3.02 1.68 -0.292
H -4.98 -7.33 0.25 0.171
H -3.48 -3.59 0.86 -0.118
H -1.98 6.38 -4.41 0.366
H 9.08 0.84 8.02 0.452
H -5.03 4.75 -2.50 -0.249
H 1.04 -4.16 -1.29 0.204
H 3.09 -2.89 -4.02 0.267
H 9.84 0.50 5.57 0.398
H -3.05 5.90 -6.24 0.536
H -8.13 2.07 -3.01 0.301
H 7.18 2.46 1.88 0.480
H -7.00 2.99 -7.17 0.212
H 1.64 -3.58 -5.00 -0.350
H -4.61 4.77 2.71 0.438
H 4.34 -0.38 -3.21 0.391
H -2.54 9.34 2.18 0.384
H 4.60 0.17 4.02 -0.056
H 0.26 7.40 -3.95 0.338
H -0.21 0.61 4.57 0.943
H -4.29 3.12 -1.10 -0.178
H 5.26 -5.44 5.08 0.571
H 7.90 2.24 7.61 0.345
H 3.28 -7.33 -4.40 0.258
H -1.26 -0.89 -4.25 0.721
H 2.53 8.91 -2.73 0.431
H -0.08 7.16 4.21 0.484
H -4.40 8.97 3.85 0.467
H 6.10 -1.98 2.40 0.865
H -3.18 5.39 -3.65 0.027
H 3.69 3.75 -2.96 0.637
H 3.46 5.86 -4.46 0.438
H 4.62 -2.00 6.88 0.159
H 1.41 -0.94 -0.90 -0.210
H -2.91 -4.17 3.61 0.385
H -0.08 -1.80 1.65 -0.971
H 5.26 -4.01 -4.19 0.285
H -2.88 3.19 -2.87 0.035
H 5.75 -5.64 2.74 0.486
H -6.01 4.24 -4.47 0.087
H 5.64 -1.90 5.45 -0.119
H -5.94 2.69 3.58 0.496
H 6.74 -5.97 -2.87 0.436
H 4.51 4.04 -1.46 -0.328
H 1.61 7.65 -5.07 0.350
H 1.68 5.40 0.44 -0.126
H -1.12 1.81 -0.49 -0.714
H 4.53 -1.68 1.61 -0.560
H -1.60 -3.22 3.02 0.100
H 2.82 -5.45 4.86 0.426
H -0.89 -0.44 3.45 -0.185
H 5.89 -4.74 -1.92 0.253
H 0.59 7.59 1.28 0.372
H 1.14 -6.30 2.78 0.429
H 4.78 6.44 -1.82 0.377
H -5.61 2.80 0.09 0.372
H 1.28 2.57 4.09 0.553
H 3.05 -5.22 -5.89 0.389
H 6.03 2.39 6.32 0.329
H 8.20 -1.62 5.69 0.423
H -5.15 -2.39 -3.46 0.352
H -9.42 2.88 -5.49 0.364
H -3.59 7.49 4.26 0.325
H -0.58 5.69 3.40 0.135
H -1.60 -5.27 -1.48 -0.030
H 6.48 -1.14 8.16 0.262
H 0.56 8.52 2.72 0.472
H 6.33 1.05 2.41 0.078
H 6.03 -1.01 -3.41 0.351
H -0.93 -2.32 6.62 0.339
H -5.69 0.59 -5.52 0.342
H 5.02 -1.58 -2.14 -0.050
H 3.14 6.16 -0.08 0.302
H 4.19 -7.91 -3.02 0.352
H 0.93 0.62 -1.49 -0.728
H -3.39 -7.85 0.65 0.212
H 0.14 -5.20 -3.66 -0.382
H -3.00 -6.76 -3.00 0.327
H 3.86 -3.58 -5.96 0.490
H -6.47 1.34 2.50 0.303
H -3.84 0.50 -5.35 0.505
H -6.49 -2.10 -5.31 0.066
H 2.86 -2.75 1.11 -1.214
H -2.13 -1.33 -7.53 0.388
H -5.75 -9.57 -0.54 0.315
H 3.96 7.47 -3.94 0.488
H -5.59 -4.00 -4.09 0.582
H -3.43 5.59 3.59 0.289
H -4.38 -0.33 -8.06 0.461
H -0.76 -2.21 0.14 0.074
H -4.30 7.07 -0.32 0.590
H -1.68 6.50 4.46 0.351
H 3.30 -6.74 8.69 0.390
H 1.87 -2.51 2.68 -0.614
H -4.62 2.55 -6.87 -0.135
H 0.81 -3.68 3.38 0.035
H -4.17 5.20 -8.13 0.417
H 2.49 1.73 3.12 -0.456
H 0.98 -6.31 -2.58 0.470
H 2.53 0.16 0.73 -0.760
H 8.71 0.32 4.36 0.375
H -9.65 -0.44 -4.44 0.362
H -5.12 5.72 0.45 0.403
H -5.39 7.18 2.57 0.370
H 3.28 -0.52 5.06 -0.067
H -0.28 5.14 -2.60 0.172
H -1.22 2.58 3.15 0.781
H -2.32 0.73 2.12 -1.738
H -4.91 1.21 4.94 0.305

=====

No. 4
13
Properties=species:S:1:pos:R:3:lowdin_spin:R:1 method="wB97M-V/def2-TZVPD" e_homo_ev="-12.8 / -13.7" homo_lumo_gap_ev="8.6 / 8.5" s2=20.030 total_charge=+1 spin_multiplicity=9 e_tot_ha=-1183.6996
Gd -1.58 -0.95 0.33 7.826
O -0.59 3.23 -1.14 0.002
O 0.13 0.52 0.15 0.041
O -0.37 0.42 2.32 0.061
O -2.23 1.62 -0.93 0.050
C -1.26 2.28 -1.02 0.006
C 0.63 0.85 1.37 0.010
C 0.00 0.51 3.68 0.002
H 0.26 1.55 3.93 0.000
H -0.87 0.19 4.27 0.000
H 0.74 1.94 1.49 0.000
H 1.58 0.34 1.62 0.000
H 0.85 -0.15 3.89 0.000